Computed, not measured: C26H34N4O2 in the gas phase, with the ωB97M-V functional and the def2-TZVPD basis.

Geometry (Å):
C: -6.039 -0.610 -2.709
O: -5.775 0.647 -2.134
C: -4.584 0.714 -1.390
C: -4.679 0.019 -0.013
C: -5.827 0.564 0.827
C: -5.618 2.030 1.216
C: -4.138 2.321 1.492
C: -3.374 1.042 1.825
N: -3.409 0.126 0.702
C: -2.435 -0.740 0.333
O: -2.620 -1.513 -0.593
C: -1.119 -0.695 1.104
C: -0.370 -2.033 1.001
C: 0.245 -2.240 -0.387
N: 1.100 -1.128 -0.725
C: 2.423 -1.041 -0.418
N: 2.928 0.204 -0.444
C: 4.226 0.406 -0.299
C: 4.698 1.796 -0.320
C: 3.793 2.853 -0.373
C: 4.248 4.158 -0.389
C: 5.608 4.422 -0.355
C: 6.513 3.374 -0.301
C: 6.064 2.068 -0.283
N: 5.138 -0.551 -0.134
C: 4.650 -1.777 -0.063
C: 3.304 -2.109 -0.161
C: 3.134 -3.596 -0.002
C: 4.503 -4.074 0.523
C: 5.507 -2.991 0.117
C: 0.329 0.094 -0.809
C: -0.236 0.447 0.568
H: -6.325 -1.355 -1.958
H: -5.169 -0.983 -3.259
H: -6.870 -0.462 -3.397
H: -3.755 0.258 -1.948
H: -4.383 1.779 -1.265
H: -4.841 -1.051 -0.201
H: -6.748 0.464 0.252
H: -5.926 -0.052 1.724
H: -5.977 2.676 0.415
H: -6.217 2.246 2.102
H: -3.670 2.779 0.619
H: -4.034 3.019 2.323
H: -3.818 0.567 2.710
H: -2.344 1.303 2.062
H: -1.340 -0.523 2.162
H: -1.057 -2.852 1.216
H: 0.428 -2.042 1.749
H: 0.792 -3.177 -0.428
H: -0.561 -2.279 -1.124
H: 2.737 2.633 -0.397
H: 3.541 4.975 -0.430
H: 5.961 5.443 -0.368
H: 7.574 3.579 -0.273
H: 6.753 1.239 -0.241
H: 2.907 -4.056 -0.969
H: 2.345 -3.862 0.702
H: 4.467 -4.146 1.611
H: 4.767 -5.054 0.129
H: 5.990 -3.225 -0.835
H: 6.290 -2.829 0.856
H: 0.979 0.890 -1.170
H: -0.485 -0.070 -1.520
H: -0.803 1.376 0.498
H: 0.602 0.605 1.251

Properties
total energy	-1380.6943	Eh
molecular weight	434.58	g/mol
orbital gap	8.56	eV
ΔE to the lowest compared entry with this formula, charge and spin	11.9	kcal per mole